No. 1
Computed, not measured: C28H32BN8ORuS4 as an isolated structure, with ωB97M-V/def2-TZVPD.

Atoms and positions in Å:
Ru1 1.199466 0.867231 0.564715
C1 0.474898 4.660680 -1.388398
C2 0.551527 3.226745 -0.993882
N1 0.997644 2.862098 0.166118
N2 1.451651 3.785008 1.076549
C3 1.954424 3.332844 2.243298
N3 2.393963 4.214892 3.122134
S1 2.043286 1.654881 2.598277
C4 0.190775 2.112380 -1.903951
C5 -0.444895 2.314182 -3.113817
C6 -0.711055 1.213884 -3.928064
C7 -0.313570 -0.037828 -3.510716
C8 0.311346 -0.167461 -2.272756
N4 0.543281 0.871396 -1.486224
H1 1.478713 5.098132 -1.378435
H2 -0.160863 5.218228 -0.695098
H3 0.080600 4.804167 -2.387156
H4 1.436699 4.765713 0.828459
H5 2.355864 5.213740 2.980462
H6 2.791581 3.891218 3.991789
H7 -0.737167 3.300518 -3.436055
H8 -1.211798 1.350132 -4.876810
H9 -0.482526 -0.915157 -4.117897
H10 0.636335 -1.133505 -1.904957
C9 5.340372 -0.390709 -3.053500
N5 4.722001 -1.180287 -1.990694
C10 4.817296 -2.543998 -1.824193
C11 4.098752 -2.871223 -0.726300
N6 3.567566 -1.701640 -0.204276
B1 2.801536 -1.311186 1.051422
N7 2.240798 -2.476157 1.925833
C12 2.831423 -3.623849 2.267933
C13 2.027674 -4.266413 3.213380
N8 0.975987 -3.478339 3.436418
C14 -0.122767 -3.738859 4.375478
C15 1.077271 -2.336841 2.661775
S2 0.059764 -1.049401 2.681673
C16 3.955106 -0.686913 -1.006378
S3 3.512150 0.965926 -0.817466
H11 5.871790 -1.068616 -3.714642
H12 6.038449 0.320096 -2.616972
H13 4.567374 0.138684 -3.606236
H14 5.389952 -3.153415 -2.499126
H15 3.918604 -3.841059 -0.303942
H16 1.723575 -0.833781 0.527942
H17 3.409032 -0.554826 1.737757
H18 3.786031 -3.941237 1.888000
H19 2.170766 -5.209170 3.712340
H20 -0.026643 -4.764132 4.720054
H21 -1.067626 -3.599653 3.856817
H22 -0.043098 -3.046897 5.210731
O1 -1.183935 0.661540 0.503852
S4 -2.064371 -0.521380 0.094864
C17 -2.985874 0.036135 -1.311494
C18 -3.329147 1.376090 -1.447036
C19 -4.038974 1.767822 -2.568747
C20 -4.406919 0.827850 -3.527116
C21 -4.065308 -0.507218 -3.374670
C22 -3.341075 -0.911209 -2.261156
C23 -3.329314 -0.610952 1.343238
C24 -4.192894 -1.698274 1.317263
C25 -5.194138 -1.775879 2.270838
C26 -5.315328 -0.783185 3.235989
C27 -4.437520 0.290772 3.253851
C28 -3.432582 0.386321 2.300869
H23 -3.052083 2.089485 -0.682074
H24 -4.332666 2.800864 -2.690899
H25 -4.977674 1.139207 -4.390765
H26 -4.365519 -1.232692 -4.117097
H27 -3.061024 -1.949480 -2.133906
H28 -4.098784 -2.470429 0.564498
H29 -5.881900 -2.608853 2.261618
H30 -6.100305 -0.847357 3.975905
H31 -4.539732 1.060093 4.005843
H32 -2.746245 1.220506 2.294921

Atoms 1-6, force components in eV/Å:
Ru 0.142 0.214 -0.046
C 0.005 0.020 0.020
C -0.025 -0.109 -0.071
N -0.091 -0.229 -0.212
N -0.049 -0.085 0.024
C 0.050 0.229 0.124

HOMO-LUMO gap (spin up / spin down) (eV): 6.728 / 4.930
E (Ha): -3311.10555
Energy above the lowest of the compared OMol25 structures with the same formula, charge and spin (kJ/mol): 0.0
HOMO (spin up / spin down) (eV): -15.441 / -15.396
Spin multiplicity: 5
Charge: +3


No. 2
Computed, not measured: C28H32BrCaN10O2S4 as an isolated structure in a non-equilibrium geometry, with ωB97M-V/def2-TZVPD.

Atoms and positions in Å:
Ca1 -0.000657 0.134377 -0.168736
C1 2.599090 2.514514 -2.303328
C2 1.411230 2.798132 -3.222224
S1 -0.157871 2.076402 -2.688158
C3 -0.695858 1.194546 -4.165749
C4 0.211085 0.089310 -4.703080
S2 0.680897 -1.159034 -3.489617
C5 2.463191 -1.232274 -3.759904
C6 3.250343 0.066008 -3.553504
S3 2.958225 0.792486 -1.937815
H1 2.421248 2.951428 -1.318245
H2 3.485114 3.000242 -2.715021
H3 1.609709 2.442792 -4.233091
H4 1.276104 3.876997 -3.292070
H5 -0.880272 1.919138 -4.960460
H6 -1.671996 0.781328 -3.899485
H7 1.118915 0.522624 -5.118736
H8 -0.304291 -0.397638 -5.531379
H9 2.661305 -1.626679 -4.757320
H10 2.808699 -1.992564 -3.054918
H11 3.017424 0.791224 -4.333242
H12 4.310834 -0.164110 -3.658480
S4 -0.710516 -7.687020 0.291959
N1 0.571102 -6.740132 0.546892
C7 0.189611 -5.514942 0.214852
C8 1.031554 -4.318377 0.280780
C9 2.359800 -4.359338 0.699047
C10 3.084614 -3.194432 0.748958
C11 2.458373 -2.006205 0.385444
N2 1.192223 -1.951176 -0.028584
C12 0.478806 -3.098047 -0.084199
C13 -0.934174 -3.015596 -0.568933
N3 -1.395340 -1.803010 -0.948566
C14 -2.641316 -1.724504 -1.401228
C15 -3.494036 -2.818899 -1.507070
C16 -3.027088 -4.049256 -1.116481
C17 -1.724533 -4.156260 -0.638414
C18 -1.143757 -5.434651 -0.225283
N4 -1.779795 -6.597271 -0.229810
H13 2.792438 -5.312029 0.980304
H14 4.116027 -3.179861 1.072958
H15 2.974527 -1.054972 0.441218
H16 -2.985535 -0.736596 -1.687993
H17 -4.497854 -2.689984 -1.888408
H18 -3.642809 -4.939063 -1.173804
Br1 -1.397693 5.376151 -0.378122
C19 -0.002754 4.868074 0.828671
C20 0.590678 5.869322 1.585537
C21 1.595485 5.487329 2.459425
C22 1.945416 4.148029 2.542388
C23 1.293772 3.249561 1.720954
N5 0.330529 3.602824 0.857243
C24 1.655911 1.783428 1.780336
O1 1.922137 1.301220 2.875103
O2 1.600902 1.167561 0.652760
H19 0.274774 6.897209 1.487520
H20 2.094635 6.227663 3.072528
H21 2.698387 3.789730 3.229782
C25 -0.330993 -0.486462 4.704181
N6 -1.509076 0.145083 4.120104
C26 -2.685905 0.123842 4.986866
C27 -1.578145 0.213367 2.760621
N7 -0.759397 -0.355771 1.944815
N8 -2.609601 1.031070 2.282963
C28 -2.759609 1.613440 1.027182
N9 -3.755526 2.548922 1.016921
N10 -2.049246 1.298677 0.002573
H22 -0.270994 -0.182348 5.747342
H23 0.573530 -0.139676 4.204110
H24 -0.399238 -1.580632 4.671285
H25 -2.482145 0.684902 5.896691
H26 -2.943269 -0.901782 5.262930
H27 -3.569509 0.554281 4.525753
H28 -0.059375 -0.863720 2.476746
H29 -3.130045 1.489779 3.008422
H30 -4.073457 2.949061 1.882584
H31 -3.748838 3.191169 0.240747
H32 -2.306132 1.901068 -0.776036

Atoms 1-6, force components in eV/Å:
Ca -0.342 -0.074 -1.972
C -0.140 0.167 -0.014
C 0.192 0.030 -0.042
S -0.125 -0.048 0.244
C -0.095 -0.144 -0.112
C -0.079 0.152 -0.162

HOMO-LUMO gap (eV): 7.899
E (Ha): -6628.68809
Energy above the lowest of the compared OMol25 structures with the same formula, charge and spin (kJ/mol): 19.8
HOMO (eV): -10.560
Charge: +1


No. 3
Computed, not measured: C28H32F12MnN5O7PS2 as an isolated structure in a non-equilibrium geometry, with ωB97M-V/def2-TZVPD.

Atoms and positions in Å:
Mn1 -0.050581 0.777480 -0.016536
C1 -1.681481 0.080980 6.885364
C2 -1.259081 -0.051120 5.456964
C3 -0.802381 -1.259520 4.945464
C4 -0.453881 -1.381420 3.624264
C5 -0.541281 -0.302620 2.714464
N1 -0.271181 -0.488220 1.388564
C6 0.223619 -1.750820 1.012464
C7 -0.641581 -2.840920 0.916964
C8 -0.178681 -4.085520 0.537664
C9 1.168619 -4.282220 0.264164
C10 1.704119 -5.625820 -0.122636
C11 2.031819 -3.194920 0.341064
C12 1.580019 -1.930720 0.690764
C13 2.532819 -0.734220 0.701964
O1 1.968919 0.502280 0.554664
C14 3.289919 -0.736220 2.058564
F1 4.293519 0.159880 2.065364
F2 2.475119 -0.392020 3.054764
F3 3.826119 -1.918320 2.384464
C15 3.584319 -0.870520 -0.439636
F4 4.160419 0.320480 -0.670136
F5 3.037319 -1.255820 -1.592536
F6 4.597619 -1.715020 -0.196936
C16 -0.919881 0.948380 3.265764
C17 -1.301381 1.038880 4.594864
C18 -0.963881 2.201780 2.395864
O2 -0.384681 2.075480 1.180664
C19 -0.218781 3.412080 3.046264
F7 -0.381581 3.609780 4.360464
F8 1.109619 3.250980 2.880864
F9 -0.541281 4.561480 2.464864
C20 -2.467681 2.620580 2.245464
F10 -2.700281 3.379480 1.186764
F11 -2.893481 3.312080 3.322164
F12 -3.267481 1.552380 2.166764
H1 -1.750781 -0.898920 7.352564
H2 -2.649481 0.574180 6.950064
H3 -0.968181 0.682980 7.450364
H4 -0.741481 -2.125220 5.587164
H5 -0.119281 -2.340420 3.266364
H6 -1.682981 -2.677620 1.150464
H7 -0.870681 -4.913920 0.476064
H8 0.964319 -6.403520 0.051464
H9 2.600519 -5.850020 0.451864
H10 1.978419 -5.623820 -1.177136
H11 3.076419 -3.369620 0.134364
H12 -1.654881 1.972280 5.000864
O3 -3.239281 1.277980 -3.326536
S1 -2.026881 1.554380 -2.603736
O4 -0.852181 1.046580 -3.294736
O5 -1.895781 3.092080 -2.407936
S2 -2.289181 0.766880 -0.766136
N2 0.254019 3.552380 -3.796736
C21 1.259319 4.197480 -2.977936
P1 1.179119 3.512380 -1.250636
O6 0.720819 4.470680 -0.225936
O7 0.534919 2.141380 -1.327036
C22 3.013119 3.257480 -0.812936
N3 2.916619 2.967880 0.624164
H13 0.329719 2.536780 -3.733036
H14 0.319219 3.834880 -4.768836
H15 -1.103681 3.433680 -2.922436
H16 1.046419 5.267580 -2.912936
H17 2.283719 4.074480 -3.362236
H18 3.537819 4.199580 -0.978736
H19 3.518319 2.452280 -1.338536
H20 2.583019 1.951380 0.731964
H21 2.143619 3.573280 0.968364
H22 3.772019 3.118180 1.161864
N4 0.179919 -0.594720 -1.362236
C23 -0.327681 -1.164520 -2.242836
N5 -0.849481 -1.987920 -3.076636
C24 -0.777081 -1.811420 -4.518936
C25 -2.078081 -1.215920 -5.055336
C26 -3.278881 -2.038320 -4.600536
C27 -3.281681 -2.157220 -3.080136
C28 -1.976281 -2.798120 -2.621336
H23 -0.593881 -2.803620 -4.950036
H24 0.065319 -1.159020 -4.748336
H25 -2.025981 -1.177420 -6.144236
H26 -2.184781 -0.201420 -4.672236
H27 -3.242781 -3.034220 -5.049436
H28 -4.190181 -1.543520 -4.929536
H29 -4.123481 -2.761120 -2.743236
H30 -3.371481 -1.162420 -2.640336
H31 -1.857981 -3.789220 -3.073036
H32 -1.935681 -2.894320 -1.535636

Atoms 1-6, force components in eV/Å:
Mn 0.590 0.171 1.878
C 0.024 0.096 0.055
C 0.061 -0.047 -0.254
C -0.174 0.401 0.140
C 0.042 0.138 -0.575
C -0.343 0.705 1.476

HOMO-LUMO gap (spin up / spin down) (eV): 5.480 / 6.797
E (Ha): -5373.94763
Energy above the lowest of the compared OMol25 structures with the same formula, charge and spin (kJ/mol): 92.0
HOMO (spin up / spin down) (eV): -7.414 / -7.491
Spin multiplicity: 4
Charge: 0


No. 4
Computed, not measured: C28H32N as an isolated structure in a non-equilibrium geometry, with ωB97M-V/def2-TZVPD.

Atoms and positions in Å:
C1 -4.949155 -3.130165 0.001354
C2 -3.804944 -3.399366 -0.980960
C3 -2.538490 -2.581546 -0.749475
N1 -2.710713 -1.233486 -0.234057
C4 -1.615245 -0.427235 -0.158057
C5 -0.415458 -0.659872 -0.799967
C6 -1.825361 0.868516 0.634497
C7 -1.934469 2.073272 -0.069038
C8 -2.235071 3.251327 0.614742
C9 -2.385160 3.226613 2.004538
C10 -2.238652 2.029968 2.722095
C11 -1.954919 0.845109 2.039051
C12 -3.928532 -0.891838 0.510814
C13 -5.179608 -1.637019 0.095035
H1 -5.861588 -3.626817 -0.347595
H2 -4.720947 -3.553122 0.989842
H3 -3.541666 -4.458478 -0.942480
H4 -4.175465 -3.201992 -1.992154
H5 -1.875758 -3.155916 -0.066809
H6 -1.977256 -2.498516 -1.695013
H7 0.543898 -0.369735 -0.124793
H8 -0.222219 -1.583323 -1.326700
H9 -1.794867 2.034063 -1.155362
H10 -2.352495 4.172969 0.042547
H11 -2.613979 4.145725 2.539879
H12 -2.345557 2.001848 3.806115
H13 -1.825152 -0.104806 2.568336
H14 -3.749190 -1.067582 1.586247
H15 -4.126970 0.183179 0.396895
H16 -5.538135 -1.250072 -0.859629
H17 -5.942661 -1.420561 0.837861
C14 2.907047 0.889053 4.855258
C15 2.626959 1.011111 3.395263
C16 1.467481 1.638618 2.945566
C17 1.129039 1.612845 1.611588
C18 1.933939 0.932207 0.674399
C19 1.293559 0.616945 -0.667239
C20 2.224847 0.270628 -1.796286
C21 2.191446 1.063750 -2.956485
C22 3.144084 0.877561 -3.951079
C23 4.121694 -0.105426 -3.847428
C24 5.083621 -0.332583 -4.972414
C25 4.142112 -0.908233 -2.704266
C26 3.165766 -0.773093 -1.703511
C27 3.182039 0.451803 1.098906
C28 3.514660 0.495347 2.442954
H18 3.775829 0.254606 5.044516
H19 3.092405 1.866832 5.316302
H20 2.051232 0.449321 5.384059
H21 0.797614 2.119056 3.671824
H22 0.264176 2.186190 1.248199
H23 0.603504 1.417830 -0.997935
H24 1.487072 1.904108 -3.008143
H25 3.102780 1.486687 -4.847737
H26 5.973804 -0.877490 -4.645330
H27 4.633706 -0.920389 -5.786126
H28 5.405149 0.616505 -5.417679
H29 4.902934 -1.669879 -2.588633
H30 3.238107 -1.370342 -0.790200
H31 3.909662 0.123923 0.351323
H32 4.469490 0.091353 2.752545

Atoms 1-6, force components in eV/Å:
C 0.202 -0.194 -0.033
C -0.535 0.013 -0.249
C 0.866 -0.751 -0.100
N 0.656 0.570 -0.166
C -0.596 1.157 0.501
C 0.430 -0.734 1.225

HOMO-LUMO gap (eV): 7.816
E (Ha): -1140.58175
Energy above the lowest of the compared OMol25 structures with the same formula, charge and spin (kJ/mol): 139.4
HOMO (eV): -11.473
Charge: +1